1.
C24H44Br12O10S5 as an isolated structure, computed with ωB97M-V with the def2-TZVPD basis set.

Geometry as XYZ:
```
95
Properties=species:S:1:pos:R:3:lowdin_charge:R:1
C -26.574 24.487 22.944 -1.56
Br -28.463 24.198 23.226 0.58
Br -25.672 24.788 24.647 0.56
Br -26.284 26.027 21.808 0.53
H -26.130 23.601 22.514 -0.02
C -23.369 27.379 20.025 -1.59
Br -24.158 26.465 18.480 0.56
Br -22.003 28.619 19.425 0.59
Br -22.697 26.179 21.399 0.54
H -24.161 27.963 20.473 -0.05
C -24.650 29.201 24.792 -1.56
Br -24.247 28.126 26.378 0.62
Br -26.327 28.796 23.962 0.57
Br -23.140 29.093 23.563 0.57
H -24.692 30.194 25.214 -0.03
C -20.205 20.358 22.652 -1.56
Br -18.795 19.007 22.497 0.55
Br -21.949 19.506 22.338 0.52
Br -19.899 21.737 21.313 0.54
H -20.263 20.744 23.660 -0.05
C -23.030 17.610 27.732 -0.21
C -21.597 17.140 28.088 -0.19
C -20.800 18.399 28.524 -0.21
S -21.586 19.804 27.728 0.67
O -20.654 20.434 26.809 -0.34
O -22.268 20.620 28.700 -0.32
C -22.845 18.852 26.855 -0.22
H -23.557 17.909 28.638 0.12
H -23.538 16.815 27.195 0.12
H -21.132 16.690 27.213 0.11
H -21.563 16.472 28.944 0.11
H -19.746 18.413 28.263 0.10
H -20.933 18.532 29.596 0.11
H -22.400 18.550 25.905 0.10
H -23.728 19.464 26.700 0.11
C -25.391 24.783 29.315 -0.20
C -25.685 23.398 28.714 -0.23
C -24.695 22.411 29.326 -0.21
S -24.676 22.889 31.104 0.73
O -23.330 22.957 31.615 -0.36
O -25.667 22.119 31.820 -0.32
C -25.310 24.589 30.826 -0.19
H -26.245 25.426 29.108 0.12
H -24.461 25.161 28.897 0.08
H -25.664 23.342 27.624 0.09
H -26.722 23.124 28.947 0.12
H -23.776 22.660 28.799 0.08
H -24.979 21.370 29.216 0.10
H -24.628 25.306 31.278 0.09
H -26.315 24.636 31.238 0.10
C -21.757 23.568 25.162 -0.22
C -21.030 24.792 24.548 -0.21
C -21.049 25.974 25.516 -0.18
S -21.297 25.243 27.207 0.71
O -22.592 25.732 27.666 -0.39
O -20.152 25.452 28.063 -0.32
C -21.319 23.516 26.586 -0.23
H -21.531 22.644 24.627 0.10
H -22.844 23.633 25.087 0.08
H -21.495 25.014 23.586 0.04
H -20.036 24.414 24.290 0.11
H -21.957 26.540 25.325 0.04
H -20.139 26.565 25.526 0.09
H -21.859 22.879 27.289 0.08
H -20.297 23.137 26.677 0.11
C -17.325 27.232 21.735 -0.21
C -18.590 27.883 21.174 -0.23
C -19.460 28.349 22.361 -0.24
S -18.224 29.014 23.513 0.65
O -18.604 28.859 24.884 -0.32
O -17.886 30.329 23.022 -0.31
C -16.936 27.823 23.095 -0.21
H -16.489 27.196 21.035 0.11
H -17.517 26.168 21.903 0.11
H -19.099 27.165 20.532 0.10
H -18.367 28.758 20.560 0.11
H -19.946 27.449 22.743 0.08
H -20.181 29.116 22.097 0.07
H -17.080 27.058 23.858 0.10
H -15.980 28.298 23.301 0.11
C -19.643 22.838 31.440 -0.21
C -20.798 22.293 32.290 -0.23
C -21.255 23.417 33.208 -0.22
S -20.948 24.965 32.261 0.70
O -19.968 25.720 33.028 -0.34
O -22.114 25.674 31.772 -0.34
C -20.144 24.161 30.851 -0.22
H -19.207 22.180 30.688 0.11
H -18.795 23.026 32.109 0.11
H -20.458 21.459 32.908 0.11
H -21.617 21.960 31.658 0.08
H -20.795 23.551 34.184 0.10
H -22.328 23.418 33.412 0.08
H -19.353 24.834 30.537 0.10
H -20.913 23.963 30.112 0.08
```

Computed properties:
* energy relative to the best compared isomer or geometry (same formula, charge and spin): 0.0 kcal per mole
* charge: 0
* lowest unoccupied orbital energy: -0.6 eV
* frontier orbital gap: 0.3197 Eh

=====

2.
C24H44Cl3N2NdO4Si as an isolated structure, computed with ωB97M-V with the def2-TZVPD basis set.

Geometry as XYZ:
```
79
Properties=species:S:1:pos:R:3:lowdin_charge:R:1
C -3.787 1.849 -1.443 -0.08
C -3.803 0.611 -2.280 -0.26
H -3.394 2.701 -2.014 0.07
H -3.168 1.686 -0.557 0.07
H -4.805 2.115 -1.121 0.09
C -4.338 0.619 -3.517 -0.12
C -4.913 1.834 -4.173 -0.11
H -4.429 -0.296 -4.105 0.09
H -4.205 2.677 -4.192 0.07
H -5.835 2.169 -3.675 0.08
H -5.183 1.605 -5.213 0.07
Nd 0.419 0.822 2.317 1.38
Cl -0.822 2.493 3.891 -0.21
Cl -1.543 -0.921 2.301 -0.13
C 1.265 -2.374 2.810 -0.31
O 1.717 -1.226 2.482 -0.24
N 1.721 -3.520 2.318 -0.15
C 2.812 -3.563 1.347 -0.01
C 0.914 -4.721 2.504 -0.02
H 0.420 -2.457 3.496 0.10
H 3.603 -2.861 1.627 0.09
H 2.462 -3.347 0.327 0.09
H 3.211 -4.580 1.353 0.09
H 0.465 -4.690 3.503 0.10
H 1.555 -5.601 2.404 0.09
H 0.106 -4.784 1.758 0.11
H 2.186 6.303 0.793 0.10
H 0.336 3.900 -0.863 0.08
C 2.803 5.662 0.141 -0.03
C 1.380 4.060 -1.155 -0.03
N 2.223 4.326 0.009 -0.15
H 3.809 5.602 0.574 0.10
C 2.274 3.493 1.036 -0.23
O 1.484 2.502 1.164 -0.24
H 1.733 3.176 -1.700 0.08
H 3.040 3.700 1.785 0.14
H 2.852 6.113 -0.856 0.09
H 1.454 4.938 -1.802 0.09
O -1.946 -0.297 -1.006 -0.30
C -3.221 -0.620 -1.601 -0.27
C -2.803 -1.948 -3.790 -0.08
C -3.260 -1.910 -2.465 -0.17
H -2.425 -1.035 -4.256 0.11
C -2.814 -3.148 -4.522 -0.08
H -3.858 -0.812 -0.720 0.15
C -3.821 -3.078 -1.924 -0.04
H -2.380 -3.166 -5.520 0.10
C -3.346 -4.306 -3.961 -0.10
C -3.869 -4.255 -2.666 -0.10
H -4.209 -3.039 -0.896 0.12
H -3.342 -5.245 -4.521 0.10
H -4.293 -5.162 -2.210 0.10
Si -0.389 -0.352 -1.766 -0.05
Cl -0.534 1.596 -2.534 0.38
C 0.148 -0.852 -3.545 -0.26
C -0.318 -2.265 -1.107 -0.20
C 1.173 -0.143 -0.651 -0.24
H -0.244 -1.827 -3.845 0.01
H 1.249 -0.876 -3.525 0.02
H -0.133 -0.127 -4.317 -0.01
H 1.527 0.869 -0.451 -0.03
H 1.948 -0.630 -1.249 0.04
H 1.107 -0.749 0.267 -0.03
H -1.038 -2.868 -1.671 0.00
H -0.651 -2.277 -0.057 -0.02
H 0.670 -2.746 -1.172 0.00
C 4.328 1.120 5.393 -0.15
C 3.722 2.520 5.541 -0.14
C 2.534 2.592 4.571 -0.19
O 2.379 1.278 3.932 -0.32
C 3.418 0.353 4.431 -0.15
H 5.341 1.168 4.979 0.11
H 4.375 0.615 6.362 0.11
H 4.453 3.304 5.321 0.11
H 3.361 2.678 6.561 0.11
H 1.580 2.816 5.068 0.07
H 2.692 3.336 3.776 0.09
H 3.964 -0.035 3.559 0.12
H 2.908 -0.490 4.917 0.12
```

Computed properties:
* energy relative to the best compared isomer or geometry (same formula, charge and spin): 68.0 kcal per mole
* charge: 0
* lowest unoccupied orbital energy (alpha / beta): -0.2 / -0.2 eV
* frontier orbital gap (alpha / beta): 0.2305 / 0.2304 Eh
* 2S+1: 4

=====

3.
C24H44Cl3N4O3SSiTm as an isolated structure, computed with ωB97M-V with the def2-TZVPD basis set.

Geometry as XYZ:
```
81
Properties=species:S:1:pos:R:3:lowdin_charge:R:1
C 2.597 -2.574 -3.104 -0.04
C 2.009 -1.760 -4.209 -0.23
H 2.216 -3.606 -3.105 0.08
H 2.329 -2.094 -2.153 0.08
H 3.695 -2.642 -3.179 0.09
C 1.829 -2.232 -5.462 -0.11
C 2.270 -3.580 -5.911 -0.11
H 1.351 -1.618 -6.219 0.09
H 1.852 -4.375 -5.277 0.07
H 3.362 -3.723 -5.917 0.08
H 1.925 -3.759 -6.938 0.07
Tm 0.690 0.044 2.239 0.62
Cl 2.193 0.944 4.028 -0.19
Cl 2.155 0.875 0.230 -0.09
C 0.129 3.054 1.625 -0.29
O -0.397 1.935 1.893 -0.24
N -0.565 4.032 1.066 -0.15
C -1.997 3.826 0.804 -0.01
C 0.107 5.174 0.443 -0.02
H 1.193 3.252 1.824 0.13
H -2.492 3.399 1.681 0.10
H -2.155 3.171 -0.064 0.08
H -2.426 4.801 0.581 0.09
H 1.039 5.386 0.978 0.10
H -0.561 6.036 0.499 0.09
H 0.330 4.970 -0.615 0.09
H -0.609 -4.909 3.128 0.11
H -0.118 -3.317 0.602 -0.05
C -1.626 -4.695 2.759 -0.04
C -1.211 -3.509 0.639 -0.08
N -1.649 -3.445 2.026 -0.17
H -2.323 -4.663 3.600 0.09
C -1.715 -2.288 2.691 -0.29
O -1.161 -1.225 2.296 -0.32
H -1.725 -2.771 0.009 0.08
H -2.314 -2.365 3.625 0.13
H -1.928 -5.482 2.066 0.09
H -1.403 -4.531 0.304 0.09
O 0.600 -0.496 -2.748 -0.17
C 1.569 -0.360 -3.787 -0.28
C -0.044 0.209 -5.687 -0.08
C 1.095 0.519 -4.932 -0.19
H -0.577 -0.725 -5.480 0.12
C -0.490 1.085 -6.677 -0.08
H 2.458 0.063 -3.287 0.15
C 1.853 1.651 -5.246 -0.03
H -1.388 0.827 -7.244 0.11
C 0.226 2.257 -6.942 -0.09
C 1.407 2.519 -6.247 -0.09
H 2.778 1.842 -4.699 0.12
H -0.172 2.950 -7.693 0.10
H 1.993 3.407 -6.499 0.10
Si -0.697 0.430 -2.230 0.39
Cl 1.608 -2.427 1.410 -0.13
C -2.157 0.026 -3.312 -0.16
C -0.327 2.282 -2.260 -0.14
C -1.092 -0.076 -0.515 -0.17
H -2.084 0.504 -4.300 0.01
H -3.063 0.394 -2.801 0.03
H -2.239 -1.065 -3.458 0.04
H -1.315 -1.140 -0.395 0.01
H -1.850 0.535 -0.009 0.05
H -0.084 0.112 -0.067 -0.08
H -0.132 2.650 -3.277 0.03
H 0.546 2.516 -1.633 0.01
H -1.197 2.840 -1.881 0.02
S -1.425 0.350 4.507 0.67
C -0.734 0.167 6.049 -0.81
N -0.648 1.231 6.859 0.01
C 0.004 1.284 8.164 -0.16
C 0.688 -0.034 8.517 -0.16
C -0.039 -1.234 7.962 -0.17
N -0.305 -1.022 6.544 0.02
H -1.110 2.065 6.502 0.13
H -0.770 1.528 8.908 0.12
H 0.738 2.101 8.147 0.12
H 0.747 -0.121 9.604 0.12
H 1.708 -0.022 8.120 0.12
H -0.974 -1.414 8.503 0.12
H 0.580 -2.128 8.028 0.12
H -0.581 -1.815 5.996 0.12
```

Computed properties:
* charge: 0
* lowest unoccupied orbital energy (alpha / beta): 0.2 / 0.2 eV
* frontier orbital gap (alpha / beta): 0.3138 / 0.3138 Eh
* 2S+1: 3

=====

Molecular weight values, unit g mol⁻¹, following the record order: 1611.79; 703.31; 772.09.
Total energy values, unit eV, following the record order: -940759.11234; -97498.53183; -123523.49253.
Max |F| values, unit eV Å⁻¹, following the record order: 1.58; 4.05; 2.38.